# C64H112N16

A cluster of 16 separate species, C64H112N16 in total at a distorted geometry (ωB97M-V/def2-TZVPD, OMol25).

Summary:
2S+1: 1
Net charge: 0
Energy relative to the best compared isomer or geometry (same formula, charge and spin): 698.9 kJ/mol
HOMO level: -0.4043 hartree
DFT total energy: -92018.2505 eV

Geometry (Å):
N (-13.90930, 27.24477, 12.87387)
N (-22.52946, 20.80970, 18.14566)
N (-26.54716, 15.83244, 10.29011)
N (-26.71413, 22.40232, 12.32271)
N (-24.62988, 25.23609, 2.23466)
N (-21.78515, 22.50437, 10.37890)
N (-20.06545, 25.82848, 5.92256)
N (-22.93587, 26.76972, 7.22985)
N (-28.09880, 21.01447, 7.81890)
N (-20.09412, 15.00004, 13.15628)
N (-22.66447, 32.06038, 7.34704)
N (-28.50637, 26.85616, 4.97372)
N (-23.28880, 21.39331, 6.37550)
N (-24.67517, 27.36841, 14.95856)
N (-18.45467, 24.32662, 17.01793)
N (-18.04941, 18.82497, 7.03262)
C (-20.56292, 22.84391, 14.49736)
C (-26.76691, 16.32545, 11.33505)
C (-19.12565, 19.23650, 7.18863)
C (-19.55769, 17.05286, 14.68095)
C (-27.35488, 22.68733, 13.21106)
C (-25.30923, 29.42056, 16.48649)
C (-24.68345, 23.59522, 8.23469)
C (-20.14096, 25.35546, 6.99739)
C (-23.75957, 20.42996, 5.89945)
C (-27.80648, 26.86172, 2.40695)
C (-26.75502, 18.45705, 12.59459)
C (-29.64926, 22.42250, 14.20934)
C (-28.59651, 22.10557, 7.85241)
C (-28.29420, 23.12972, 14.26116)
C (-19.88913, 21.51058, 14.63846)
C (-24.18537, 29.70061, 17.56500)
C (-20.67149, 23.63839, 15.77380)
C (-28.20568, 26.83578, 3.85737)
C (-29.56107, 20.99257, 14.69330)
C (-26.33727, 27.88089, 0.63802)
C (-22.98806, 31.82331, 8.44245)
C (-24.95328, 28.23954, 15.67945)
C (-18.98575, 18.41602, 12.58678)
C (-21.22505, 18.04845, 9.24263)
C (-27.51584, 19.15447, 11.47923)
C (-18.06188, 23.71713, 8.80701)
C (-24.15179, 28.63398, 18.60222)
C (-29.27442, 24.21168, 6.62234)
C (-16.34586, 26.69811, 12.03687)
C (-18.56841, 18.06870, 14.07130)
C (-22.77266, 26.97177, 6.14052)
C (-17.02129, 25.40742, 12.54548)
C (-25.39381, 18.63213, 7.61440)
C (-29.17172, 23.41134, 7.90705)
C (-16.03565, 24.13468, 12.64934)
C (-26.15664, 22.80606, 4.29607)
C (-25.60045, 18.69406, 6.12004)
C (-22.98323, 18.98467, 16.39865)
C (-24.33034, 19.25438, 5.31598)
C (-22.74528, 19.99918, 17.39146)
C (-23.36759, 31.57210, 9.85858)
C (-24.79739, 24.20961, 9.53680)
C (-19.85786, 15.90189, 13.81283)
C (-19.42260, 24.03418, 16.48581)
C (-21.79007, 28.92088, 2.87559)
C (-21.19631, 19.49211, 8.85288)
C (-24.85172, 24.63475, 3.23776)
C (-24.35589, 23.28859, 10.64747)
C (-22.62473, 27.26240, 4.65924)
C (-19.10318, 24.70646, 9.31082)
C (-21.84130, 28.50982, 4.33414)
C (-30.36679, 23.52277, 5.73558)
C (-27.03903, 16.93640, 12.64650)
C (-20.48037, 19.87137, 7.51161)
C (-20.29941, 24.78486, 8.39507)
C (-22.92356, 22.83850, 10.47091)
C (-24.25132, 19.06430, 15.49099)
C (-25.19221, 23.87165, 4.46644)
C (-14.98473, 26.99750, 12.54868)
C (-24.13292, 20.18578, 14.47940)
C (-26.94055, 28.02858, 2.03692)
C (-23.25682, 30.09463, 10.28091)
C (-27.26334, 22.96676, 3.27168)
C (-21.97469, 29.32845, 9.74081)
H (-16.27988, 26.82019, 10.95574)
H (-22.01178, 29.16874, 8.66321)
H (-20.80786, 28.43508, 4.67252)
H (-26.12091, 27.95348, 2.75151)
H (-18.75830, 25.73868, 9.37166)
H (-23.43289, 20.94572, 14.82657)
H (-30.19187, 22.54468, 13.27194)
H (-30.18249, 23.17341, 8.23844)
H (-25.67859, 18.52061, 12.43537)
H (-28.47728, 24.20170, 14.33485)
H (-26.89633, 18.91623, 13.57301)
H (-25.96881, 19.29948, 8.25638)
H (-21.26861, 28.10411, 2.37653)
H (-24.22218, 29.69004, 9.97682)
H (-20.61823, 19.95420, 9.65313)
H (-25.65119, 28.68601, 0.37500)
H (-17.22448, 25.61208, 13.59663)
H (-23.21348, 29.73956, 17.07305)
H (-27.62987, 18.54595, 10.58213)
H (-23.53253, 18.51496, 5.24648)
H (-15.81296, 23.66681, 11.69039)
H (-17.95713, 25.08403, 12.08973)
H (-26.78561, 19.91603, 11.20554)
H (-20.03058, 18.72583, 12.56564)
H (-24.96536, 22.38493, 10.64227)
H (-25.68320, 21.87374, 3.98828)
H (-23.52600, 28.81385, 19.47636)
H (-23.60101, 27.32787, 4.17893)
H (-24.31151, 23.60993, 5.05294)
H (-18.51634, 18.95751, 14.70011)
H (-28.27100, 24.24917, 6.19826)
H (-22.76667, 29.07075, 2.41527)
H (-22.02723, 17.50214, 8.74649)
H (-26.75748, 23.20056, 2.33490)
H (-22.21853, 19.87014, 8.83672)
H (-22.24865, 29.37422, 4.85853)
H (-23.90167, 27.68637, 18.12517)
H (-29.93288, 22.69829, 5.16982)
H (-31.27573, 23.29438, 6.29212)
H (-24.35453, 25.20558, 9.54107)
H (-21.14330, 30.02151, 9.86946)
H (-25.15677, 24.24041, 7.49456)
H (-21.10959, 19.74376, 6.63075)
H (-17.21988, 23.45760, 9.44871)
H (-27.75856, 22.94432, 15.19219)
H (-27.16530, 27.85934, -0.07050)
H (-24.55021, 19.51345, 4.28029)
H (-23.67847, 23.47581, 7.82993)
H (-20.70785, 23.79568, 8.18820)
H (-21.36999, 17.77889, 10.28878)
H (-28.72119, 26.87875, 1.81442)
H (-26.25762, 29.13733, 16.94304)
H (-27.96827, 22.14565, 3.14154)
H (-18.33007, 19.12750, 12.08480)
H (-26.62815, 22.63014, 5.26294)
H (-17.60110, 17.56885, 14.12194)
H (-25.20023, 28.57488, 18.89444)
H (-20.30356, 20.96431, 15.48577)
H (-18.81618, 21.65574, 14.76413)
H (-25.72917, 17.65090, 7.95026)
H (-19.92006, 20.83139, 13.78648)
H (-27.80670, 23.84930, 3.60932)
H (-28.87010, 20.53824, 13.98320)
H (-18.90196, 17.45202, 12.08501)
H (-25.66909, 17.64611, 5.82816)
H (-21.38371, 23.14810, 16.43747)
H (-27.41051, 25.87236, 2.17790)
H (-21.25839, 29.87239, 2.86758)
H (-23.64023, 19.72323, 13.62417)
H (-25.62225, 30.24068, 15.84033)
H (-18.67705, 22.83921, 8.60974)
H (-25.85739, 24.40395, 9.70033)
H (-24.53242, 23.64099, 11.66371)
H (-26.37814, 16.51174, 13.40213)
H (-24.37344, 18.79035, 7.96355)
H (-16.91201, 27.53804, 12.43948)
H (-15.02264, 24.31114, 13.01097)
H (-28.46158, 19.67245, 11.63847)
H (-20.48454, 20.96065, 7.55098)
H (-26.50741, 19.23523, 5.85050)
H (-24.27591, 30.70444, 17.98004)
H (-28.53729, 23.77551, 8.71513)
H (-19.27917, 24.35674, 10.32809)
H (-16.28133, 23.34962, 13.36448)
H (-28.06511, 16.85971, 13.00621)
H (-25.78117, 26.96701, 0.42898)
H (-30.27180, 22.89599, 14.96853)
H (-21.66405, 28.36263, 10.13931)
H (-22.05719, 18.76174, 15.86868)
H (-17.76242, 23.77418, 7.76050)
H (-27.46757, 28.98113, 1.98233)
H (-30.60095, 20.67263, 14.62700)
H (-22.20936, 26.37961, 4.17319)
H (-21.57146, 22.61716, 14.15163)
H (-23.03863, 30.15445, 11.34718)
H (-25.25274, 22.66875, 8.15920)
H (-20.26883, 17.58827, 8.99369)
H (-25.65513, 24.70743, 4.99109)
H (-21.11018, 25.28917, 8.92083)
H (-25.15246, 19.16891, 16.09523)
H (-20.12524, 23.45014, 13.70426)
H (-30.65618, 24.16642, 4.90487)
H (-19.12978, 16.68600, 15.61391)
H (-21.09801, 24.63863, 15.69818)
H (-20.49461, 17.52315, 14.97944)
H (-29.48618, 25.24793, 6.88588)
H (-22.68032, 32.14494, 10.48117)
H (-24.42656, 18.10433, 15.00535)
H (-24.38771, 31.94064, 9.96634)
H (-25.07659, 20.67069, 14.22947)
H (-29.26737, 20.84039, 15.73189)
H (-23.09851, 18.04930, 16.94627)

Atomic partial charges in e from the Mulliken method, atoms 1 to 99: -0.428, -0.485, -0.480, -0.059, -0.591, -0.451, -0.609, -0.277, -0.551, -0.453, -0.443, -0.492, -0.454, -0.401, -0.481, -0.484, 0.265, 0.301, 0.074, 0.441, -0.009, -0.427, -0.409, -0.051, 0.437, -0.254, -0.004, -0.513, 0.285, -0.576, -1.228, -0.433, -0.549, 0.169, -0.761, -1.397, 0.237, 0.193, -1.278, -1.443, -0.633, -0.974, -1.020, 0.363, -0.293, -0.415, -0.102, 0.098, -0.365, -0.697, -1.253, 0.385, -0.509, 0.031, -0.835, 0.171, -0.450, -0.782, 0.138, 0.134, -1.344, 0.543, -0.328, 0.251, 0.331, 0.244, -0.341, -1.319, -0.732, 0.388, 0.765, 0.108, -0.371, 0.712, 0.083, -0.468, -0.075, -0.279, -1.230, -1.046, 0.254, 0.148, 0.335, 0.094, 0.359, 0.214, 0.346, 0.399, 0.188, 0.345, 0.234, 0.114, 0.352, 0.310, 0.056, 0.359, 0.249, 0.298, 0.372